1.
# C16H21FIrN4O2S4

A structure of composition C16H21FIrN4O2S4 (the ωB97M-V functional and the def2-TZVPD basis, OMol25).

The value obtained for the highest occupied orbital energy (spin up / spin down) is -14.45 / -14.55 eV. The calculation puts the energy above the lowest of the compared OMol25 structures with the same formula, charge and spin at 0.146 eV. As for the total energy: -2788.25639 Ha. As for the lowest unoccupied orbital energy (spin up / spin down): -5.29 / -8.79 eV.

```
! wB97M-V def2-TZVPD RIJCOSX def2/J DEFGRID3
* xyz 2 2
Ir 1.13 -0.33 0.37
C -0.23 -3.00 1.59
C 0.71 -3.63 0.59
S 1.12 -2.39 -0.68
C 2.90 -2.60 -0.85
C 3.70 -2.40 0.43
S 3.29 -0.76 1.09
C 2.96 -0.99 2.85
C 1.84 -1.93 3.18
S 0.33 -1.44 2.29
H -0.48 -3.67 2.41
H -1.17 -2.72 1.10
H 0.21 -4.46 0.10
H 1.63 -4.02 1.03
H 3.15 -1.82 -1.58
H 3.10 -3.56 -1.31
H 4.76 -2.41 0.17
H 3.55 -3.15 1.19
H 2.73 0.02 3.19
H 3.89 -1.29 3.33
H 1.63 -1.87 4.25
H 2.07 -2.97 2.96
N -3.76 2.50 -4.88
C -3.46 1.97 -3.70
C -3.34 2.81 -2.55
C -3.02 2.26 -1.35
C -2.82 0.86 -1.26
C -2.93 0.02 -2.38
C -3.25 0.55 -3.59
S -2.33 0.18 0.31
O -3.13 0.82 1.30
O -2.34 -1.24 0.14
N -0.79 0.59 0.47
C -0.28 1.79 0.91
N 1.06 1.58 1.06
C 1.84 2.63 1.31
C 1.26 3.87 1.50
C -0.12 3.97 1.37
N -0.90 2.94 1.04
H -3.92 3.49 -4.98
H -3.86 1.92 -5.70
H -3.51 3.87 -2.65
H -2.94 2.86 -0.45
H -2.77 -1.05 -2.26
H -3.37 -0.07 -4.47
H 2.90 2.47 1.37
H 1.87 4.73 1.74
H -0.62 4.92 1.50
F 1.72 0.15 -1.48
*
```

Results of the natural (NBO) charge analysis, in e, for atoms 1 through 4: 0.76 -0.57 -0.56 0.55

=====

2.
# C15H17Cl2N3O2

An isolated molecule of C15H17Cl2N3O2 (the ωB97M-V functional and the def2-TZVPD basis, OMol25).

Its SMILES is C[C@H](O)[C@@H](CCc1cccc(Cl)c1Cl)n1cnc(C(N)=O)c1. The value obtained for the highest occupied orbital energy is -8.88 eV. As for the total energy: -1816.87888 Ha. As for the lowest unoccupied orbital energy: 0.36 eV.

```
! wB97M-V def2-TZVPD RIJCOSX def2/J DEFGRID3
* xyz 0 1
C 3.53 -0.60 0.77
C 2.49 -0.48 1.81
O 2.16 -1.89 2.15
C 1.10 0.21 1.47
C 1.36 1.60 0.85
C 0.25 2.64 1.12
C -1.08 2.18 0.34
C -2.25 1.69 1.04
C -3.17 0.88 0.48
C -3.09 0.62 -0.88
C -2.13 1.20 -1.68
Cl -2.40 1.36 -3.39
C -1.09 2.01 -1.10
Cl 0.28 2.74 -2.10
N 0.36 -0.63 0.58
C -0.69 -1.42 1.02
N -1.16 -2.15 0.02
C -0.39 -1.94 -1.08
C -0.53 -2.56 -2.44
N -1.82 -2.60 -3.10
O 0.47 -2.88 -3.03
C 0.63 -1.10 -0.72
H 4.46 -0.75 1.24
H 3.34 -1.39 0.09
H 3.58 0.35 0.15
H 2.82 0.03 2.75
H 1.70 -2.38 1.45
H 0.61 0.37 2.42
H 2.33 1.95 1.23
H 1.48 1.44 -0.14
H 0.49 3.64 0.68
H 0.19 2.67 2.26
H -2.34 1.86 2.08
H -4.04 0.67 1.05
H -3.88 0.05 -1.33
H -0.79 -1.59 2.04
H -1.72 -2.63 -4.09
H -2.58 -2.19 -2.68
H 1.52 -0.97 -1.33
*
```

Results of the natural (NBO) charge analysis, in e, for atoms 1 through 4: -0.64 0.11 -0.75 -0.05

=====

3.
# C7H14NO2PS

An isolated molecule of C7H14NO2PS (the ωB97M-V functional and the def2-TZVPD basis, OMol25).

Its SMILES is CP(C)(C)=NCCS[C@H]1OC1=O. The value obtained for the highest occupied orbital energy is -8.29 eV. The calculation puts the energy above the lowest of the compared OMol25 structures with the same formula, charge and spin at 4.221 eV. As for the total energy: -1219.77864 Ha. As for the lowest unoccupied orbital energy: 0.73 eV.

```
! wB97M-V def2-TZVPD RIJCOSX def2/J DEFGRID3
* xyz 0 1
C -0.97 2.18 -0.17
P -1.31 0.35 -0.11
C -0.99 -0.11 1.74
C -3.12 0.05 -0.20
N -0.37 -0.15 -1.19
C 0.03 -1.51 -1.30
C 1.61 -1.58 -1.29
S 2.31 -1.86 0.40
C 3.24 -0.25 0.54
O 3.02 0.72 -0.50
C 2.69 1.04 0.76
O 2.18 1.90 1.36
H -0.51 2.51 -1.16
H -0.30 2.20 0.64
H -1.89 2.69 0.13
H -1.89 -0.52 2.20
H -0.71 0.80 2.27
H -0.08 -0.78 1.70
H -3.56 0.40 -1.24
H -3.61 0.62 0.59
H -3.51 -0.92 0.01
H -0.11 -1.94 -2.28
H -0.38 -2.20 -0.34
H 1.96 -2.44 -1.80
H 1.91 -0.65 -1.57
H 4.35 -0.54 0.80
*
```

Results of the natural (NBO) charge analysis, in e, for atoms 1 through 4: -0.93 1.78 -0.99 -1.02

=====

4.
# C39H36Cl6F6

A cluster of 9 separate species, C39H36Cl6F6 in total (the ωB97M-V functional and the def2-TZVPD basis, OMol25).

Its SMILES is Fc1ccccc1.Fc1ccccc1.Fc1ccccc1.Fc1ccccc1.Fc1ccccc1.Fc1ccccc1.ClCCl.ClCCl.ClCCl. The value obtained for the highest occupied orbital energy is -9.24 eV. The calculation puts the energy above the lowest of the compared OMol25 structures with the same formula, charge and spin at 0.020 eV. As for the total energy: -4868.04727 Ha. As for the lowest unoccupied orbital energy: 0.47 eV.

```
! wB97M-V def2-TZVPD RIJCOSX def2/J DEFGRID3
* xyz 0 1
F 29.52 5.17 25.79
C 28.61 4.38 25.20
C 27.33 4.85 25.01
C 26.42 4.07 24.31
C 26.80 2.84 23.83
C 28.08 2.36 24.07
C 29.00 3.12 24.77
H 27.07 5.83 25.37
H 25.42 4.48 24.16
H 26.11 2.23 23.25
H 28.34 1.37 23.72
H 30.02 2.80 24.96
F 30.98 -0.44 14.58
C 31.67 0.71 14.74
C 33.01 0.75 14.42
C 33.71 1.93 14.61
C 33.07 3.05 15.12
C 31.70 3.01 15.40
C 31.00 1.82 15.22
H 33.49 -0.15 14.04
H 34.78 1.97 14.43
H 33.61 3.99 15.22
H 31.24 3.90 15.80
H 29.93 1.77 15.36
F 23.49 -0.92 13.23
C 24.79 -0.88 13.59
C 25.75 -1.22 12.66
C 27.08 -1.16 13.02
C 27.43 -0.79 14.31
C 26.46 -0.47 15.25
C 25.12 -0.50 14.88
H 25.44 -1.42 11.64
H 27.82 -1.40 12.27
H 28.47 -0.71 14.61
H 26.73 -0.17 16.24
H 24.28 -0.39 15.56
F 29.32 7.59 20.38
C 30.25 6.77 20.90
C 29.86 5.53 21.37
C 30.81 4.71 21.96
C 32.14 5.11 22.05
C 32.52 6.36 21.57
C 31.56 7.19 20.99
H 28.83 5.19 21.32
H 30.53 3.73 22.33
H 32.88 4.47 22.52
H 33.54 6.70 21.63
H 31.81 8.18 20.62
F 23.68 5.70 22.40
C 24.16 5.65 21.14
C 25.22 4.81 20.85
C 25.69 4.74 19.54
C 25.07 5.48 18.54
C 23.99 6.29 18.85
C 23.54 6.38 20.16
H 25.58 4.15 21.62
H 26.52 4.08 19.34
H 25.44 5.42 17.52
H 23.45 6.85 18.10
H 22.71 7.03 20.44
F 27.57 -1.40 18.23
C 28.03 -0.20 18.65
C 29.11 0.32 17.97
C 29.62 1.55 18.38
C 29.10 2.18 19.49
C 28.01 1.63 20.15
C 27.42 0.45 19.68
H 29.56 -0.23 17.16
H 30.57 1.91 17.98
H 29.61 3.03 19.92
H 27.68 2.10 21.06
H 26.54 0.07 20.17
Cl 24.43 -1.17 18.56
C 24.84 -2.47 19.68
Cl 24.95 -1.91 21.35
H 24.08 -3.24 19.60
H 25.82 -2.84 19.41
Cl 28.98 -3.52 20.26
C 28.57 -4.38 18.76
Cl 29.73 -5.64 18.37
H 27.59 -4.83 18.88
H 28.56 -3.63 17.97
Cl 32.42 3.96 18.81
C 34.12 4.24 18.54
Cl 35.11 3.95 19.99
H 34.50 3.59 17.76
H 34.28 5.28 18.25
*
```

Results of the Löwdin charge analysis, in e, for atoms 1 through 4: 0.06 -0.29 -0.01 -0.08

=====

Question: Which value of total energy does entry 4 give?
Answer: -4868.04727 Ha